1.
Molecular formula: C38H54BrIN9PRu
Method: DFT, wB97M-V/def2-TZVPD

```
105
C38H54BrIN9PRu | OMol25 | wB97M-V/def2-TZVPD
Ru 0.00450 -0.05346 -0.16489
C 4.35772 -0.03730 -2.51627
N 4.19567 -0.50176 -1.13634
C 5.20837 -1.45957 -0.67180
C 4.77331 -1.76300 0.75117
N 3.42590 -1.18474 0.82087
C 2.96358 -0.87341 2.16034
C 3.18963 -0.38612 -0.25684
N 2.10351 0.40640 -0.34644
C 2.23165 1.51382 -1.31711
C 1.13165 2.50124 -1.06709
N -0.13603 1.73751 -1.05678
C -1.19971 2.51850 -1.44403
N -1.95511 2.28236 -2.51029
C -1.69483 1.33561 -3.57659
C -2.96431 3.33643 -2.68555
C -2.66035 4.30514 -1.53213
N -1.56829 3.63058 -0.82134
C -1.04872 4.14681 0.42827
H 5.20700 -0.57611 -2.92847
H 4.58578 1.02391 -2.56929
H 3.49304 -0.27550 -3.12639
H 6.20053 -1.01526 -0.72943
H 5.18253 -2.34194 -1.31314
H 5.41822 -1.28079 1.48929
H 4.74519 -2.83034 0.96893
H 3.39733 0.06236 2.52745
H 3.28807 -1.67760 2.81930
H 1.88302 -0.83177 2.19198
H 2.14171 1.15795 -2.34506
H 3.19234 2.01722 -1.20130
H 1.13111 3.25276 -1.86017
H 1.29194 3.02763 -0.12067
H -0.88146 0.67967 -3.28172
H -1.42089 1.86932 -4.48815
H -2.58751 0.73995 -3.76691
H -3.96414 2.90833 -2.62572
H -2.84481 3.79770 -3.66538
H -3.50882 4.43412 -0.86040
H -2.33415 5.28658 -1.87686
H -1.87610 4.56153 1.00207
H -0.31495 4.93607 0.25452
H -0.59639 3.33676 0.99833
C 1.52626 2.21274 4.53392
C 1.66511 2.58084 3.07222
N 0.94121 1.61955 2.22821
C 0.07394 0.69478 2.67094
N -0.37333 -0.24167 1.78426
C -1.37329 -1.18900 2.30628
C -1.06486 -1.57444 3.73688
C -1.13378 -0.31922 4.57157
N -0.33330 0.73911 3.94085
C 0.07631 1.86258 4.79799
H 1.83518 3.04721 5.16088
H 2.15837 1.35755 4.78215
H 2.70948 2.57988 2.75983
H 1.26810 3.58250 2.89245
H 1.37261 1.38638 1.33919
H -1.39175 -2.05794 1.65514
H -2.37393 -0.74562 2.26340
H -0.07193 -2.02661 3.81018
H -1.79177 -2.30088 4.09799
H -0.72854 -0.48217 5.56942
H -2.16621 0.02163 4.68253
H -0.07612 1.55480 5.82937
H -0.57470 2.72103 4.61002
Br -5.69362 0.47480 -1.92287
C -4.98665 1.38212 -0.42833
C -5.75315 2.37725 0.16726
C -5.27042 3.05589 1.27582
C -4.01866 2.74998 1.79263
C -3.24884 1.75897 1.20221
C -3.73452 1.07723 0.09493
I -2.64189 -0.52067 -0.71464
H -6.73204 2.60437 -0.23303
H -5.88222 3.81692 1.74129
H -3.65005 3.27163 2.66652
H -2.27358 1.51124 1.60310
C 1.00124 -3.45064 0.80724
P 0.33907 -2.40540 -0.52259
C -1.15968 -3.29704 -1.03422
C -1.61496 -3.21893 -2.35262
C -2.78883 -3.85687 -2.72602
C -3.52020 -4.57476 -1.79044
C -3.06970 -4.66680 -0.48021
C -1.89577 -4.03390 -0.10222
C 1.46325 -2.58098 -1.92858
C 1.33185 -1.70196 -3.00491
C 2.05891 -1.89765 -4.16883
C 2.94885 -2.96120 -4.25536
C 3.10529 -3.82485 -3.17972
C 2.35991 -3.64360 -2.02205
H 0.48417 -3.25556 1.74546
H 2.05787 -3.23979 0.93762
H 0.86207 -4.49877 0.54356
H -1.04416 -2.68553 -3.10211
H -3.12288 -3.80670 -3.75373
H -4.43088 -5.07841 -2.08528
H -3.62535 -5.24571 0.24513
H -1.55295 -4.14392 0.91913
H 0.63519 -0.87017 -2.94429
H 1.93051 -1.22835 -5.01003
H 3.51308 -3.12212 -5.16434
H 3.79077 -4.65912 -3.25068
H 2.46915 -4.35160 -1.21044
```

For the LUMO energy (spin up / spin down), the calculation gives -8.21 / -8.97 eV. Its relative energy (zero: lowest compared OMol25 entry of this formula, charge and spin) is 0.0 kcal/mol. As for the HOMO energy (spin up / spin down): -16.00 / -16.06 eV. The total charge is +3. Its HOMO-LUMO gap (spin up / spin down) is 0.2863 / 0.2605 hartree. Its spin multiplicity is 2.

=====

2.
Molecular formula: C38H56AsGe2N8O10SYb
Method: DFT, wB97M-V/def2-TZVPD

```
117
C38H56AsGe2N8O10SYb | OMol25 | wB97M-V/def2-TZVPD
Yb 14.90148 -0.01305 17.31551
O 13.21506 -5.39777 19.80316
C 12.12361 -4.73617 19.48438
O 10.99124 -5.19540 19.71985
C 12.32798 -3.48177 18.77783
C 11.31614 -2.78252 18.23293
N 11.84923 -1.77543 17.49859
N 13.17866 -1.70393 17.61804
C 13.55947 -2.74556 18.40083
C 15.05852 -2.90840 18.68460
O 15.41088 -3.83120 19.42519
O 15.76177 -1.98616 18.27530
H 14.01668 -4.82829 19.55867
H 10.32411 -3.10633 18.04998
H 11.28701 -1.07364 17.03121
O 11.62843 1.04900 19.42288
As 13.05767 1.83624 19.81528
O 13.07017 2.13551 21.44963
O 14.30534 0.85191 19.30140
C 13.25293 3.55199 18.82386
C 13.48142 4.58753 19.72460
C 13.82260 5.88831 19.34748
C 13.97844 6.12035 17.93145
C 13.75592 5.06907 17.04236
C 13.41598 3.80598 17.45611
S 13.05352 2.66989 16.12842
O 15.46281 1.76959 16.30996
O 12.76427 1.33155 16.57224
O 14.49120 2.57691 15.42829
H 11.03046 0.92859 20.17841
H 13.26559 4.37310 20.79953
H 13.87588 6.67484 20.03758
H 14.34563 7.08894 17.60124
H 13.88114 5.18430 16.01361
C 17.72459 1.94589 18.25495
C 17.29803 0.48577 18.55168
Ge 18.43333 -0.30231 20.15405
C 18.14815 0.85767 21.67705
C 16.76214 1.49304 21.64750
C 20.40300 -0.54530 19.91186
C 20.58992 -1.81232 20.32845
Ge 18.83074 -2.66913 20.49039
C 18.40334 -3.94238 19.02350
C 19.66143 -4.73181 18.63618
C 18.64954 -3.84257 22.13649
C 19.15904 -3.29919 23.44398
C 21.92111 -2.26648 20.74817
C 22.37516 -3.58199 20.72657
C 23.69035 -3.99246 21.00712
C 24.61351 -3.01052 21.33358
C 24.15959 -1.66896 21.42951
C 22.85884 -1.32523 21.14148
H 17.30373 2.67521 18.93155
H 17.36054 2.24144 17.26204
H 18.77429 2.11714 18.34527
H 17.36993 -0.06204 17.61018
H 16.24971 0.35859 18.93262
H 19.03830 1.45828 21.70240
H 18.15399 0.22798 22.53534
H 16.69087 2.33696 20.83180
H 16.43424 1.99141 22.50095
H 16.05348 0.78954 21.32860
H 21.18105 0.25714 19.86123
H 17.95778 -3.49929 18.17064
H 17.64823 -4.60033 19.43608
H 20.38985 -4.01718 18.15823
H 19.50063 -5.53022 17.92335
H 20.12436 -5.24122 19.48780
H 19.25744 -4.77426 21.91310
H 17.60611 -4.26385 22.20622
H 18.83238 -3.76881 24.40766
H 18.94183 -2.22966 23.61793
H 20.27451 -3.17062 23.39585
H 21.61477 -4.35729 20.46802
H 23.98142 -4.99588 20.74602
H 25.68777 -3.25145 21.34965
H 24.92761 -0.87073 21.68806
H 22.64797 -0.26698 21.24990
C 12.75954 -3.60513 23.13943
C 13.01844 -2.74863 24.35234
N 12.89133 -1.25745 24.02901
C 13.89032 -0.86830 23.02846
C 13.97838 -1.94509 21.94145
N 12.71492 -2.74684 21.94391
C 11.48599 -1.92198 22.04471
C 11.54583 -1.13780 23.35159
H 11.81906 -4.10950 23.27188
H 13.55663 -4.28079 22.95677
H 14.09149 -2.77525 24.68582
H 12.37862 -2.93274 25.20217
H 14.76777 -0.74971 23.69234
H 13.57457 0.11256 22.59476
H 14.66887 -2.76396 22.05502
H 14.16884 -1.48642 20.96795
H 10.73448 -2.64869 21.98543
H 11.42278 -1.35904 21.15509
H 10.81663 -1.45355 24.10816
H 11.43066 -0.06284 23.22247
C 20.33712 0.41421 16.22497
C 20.67707 -0.73763 15.31502
C 20.81463 -2.08253 16.00347
C 19.78801 -0.93230 14.13994
N 18.43359 -1.29261 14.51771
C 17.42638 -0.44782 14.69969
N 16.36234 -1.17528 15.15824
N 16.83207 -2.40621 15.29157
N 18.04527 -2.48792 14.93288
H 19.70342 1.15680 15.72819
H 21.21825 0.89430 16.74303
H 19.77501 0.08665 17.04175
H 21.62054 -0.54403 14.74844
H 19.87267 -2.48305 16.46413
H 21.54641 -1.93534 16.76642
H 21.03224 -2.87780 15.19529
H 20.25803 -1.73871 13.60054
H 19.61296 -0.13354 13.39906
H 17.44768 0.60106 14.49398
```

For the LUMO energy (spin up / spin down), the calculation gives -0.45 / -0.75 eV. As for the HOMO energy (spin up / spin down): -7.43 / -7.43 eV. Its HOMO-LUMO gap (spin up / spin down) is 0.2565 / 0.2455 hartree. Its spin multiplicity is 2.